77
Properties=species:S:1:pos:R:3:mulliken_charge:R:1 method="wB97M-V/def2-TZVPD" charge=-1 e_above_lowest_kj_mol=500.93 homo_lumo_gap_ev=6.905 homo_energy_ev=-5.1
C -0.3942 -0.9331 0.1351 0.17
C -1.7223 -1.8002 0.1026 0.16
O -2.4927 -1.9973 -0.8790 -0.66
O -2.0284 -2.3475 1.1713 -0.76
H -0.4389 -0.3288 -0.7710 0.05
H 0.5601 -1.4493 0.2396 0.13
H -0.5251 -0.1420 0.8734 -0.01
C -2.6175 -2.6403 -4.0352 -0.29
C -3.1589 -1.2348 -4.1997 0.67
O -3.8610 -1.3687 -5.4073 -0.36
C -3.4630 -2.5059 -6.0102 0.56
O -3.8321 -2.9109 -7.0826 -0.57
O -2.5465 -3.1756 -5.3322 -0.33
F -2.1385 -0.3681 -4.3454 -0.37
H -3.2020 -3.3480 -3.4472 0.33
H -1.6470 -2.4738 -3.5676 0.21
H -3.7218 -0.8775 -3.3373 0.09
C -3.5344 2.9802 -0.7323 -0.04
C -2.7708 2.4112 0.4061 1.04
O -3.1901 1.1041 0.4907 -0.19
C -4.2297 0.8618 -0.3332 0.57
O -4.9109 -0.2158 -0.4247 -0.55
O -4.4963 2.0091 -1.0322 -0.36
F -3.1865 2.9027 1.5161 -0.38
H -2.8085 3.1083 -1.5352 -0.12
H -3.7964 4.0371 -0.6827 0.35
H -1.7144 2.6794 0.3941 -0.28
C -3.1776 -1.0615 5.4824 -0.42
C -2.0741 -0.5064 4.5571 0.51
O -0.9390 -0.5875 5.3112 -0.18
C -1.1951 -0.6967 6.5951 0.62
O -0.3841 -0.7771 7.5192 -0.58
O -2.5761 -0.8146 6.7153 -0.37
F -2.3289 0.7922 4.1774 -0.31
H -3.3509 -2.1240 5.3116 0.27
H -4.1159 -0.5168 5.3776 0.33
H -1.8811 -1.0409 3.6270 0.13
C 4.7768 -2.2455 -0.8572 -0.50
C 3.2732 -2.1459 -1.1235 0.54
O 3.3254 -3.0485 -2.2549 -0.37
C 4.5465 -2.8444 -2.9372 0.55
O 4.6365 -3.1237 -4.1090 -0.53
O 5.4846 -2.3412 -2.0729 -0.32
F 2.9226 -0.8719 -1.4610 -0.21
H 5.0195 -3.0845 -0.2050 0.32
H 4.9340 -1.2924 -0.3522 0.35
H 2.7510 -2.5907 -0.2764 0.15
C -0.2314 2.0674 -3.0056 0.48
C -0.4704 3.2879 -3.8607 0.52
O 0.8307 3.7238 -4.2428 -0.37
C 1.8042 2.9086 -3.7569 0.66
O 3.0003 2.8967 -4.0738 -0.56
O 1.2117 1.9606 -3.0276 -0.31
F -0.9794 4.2596 -3.1045 -0.30
H -0.6573 1.1789 -3.4717 -0.01
H -0.4465 2.3442 -1.9735 -0.38
H -1.1864 3.0918 -4.6588 0.31
C 2.3799 3.0241 1.8403 -0.37
C 1.6193 2.7612 0.6443 1.02
O 2.6439 2.6284 -0.3161 -0.18
C 3.8006 3.2200 0.0880 0.53
O 4.7610 3.5151 -0.6955 -0.58
O 3.5947 3.6243 1.3666 -0.38
F 0.6442 3.5828 0.3322 -0.35
H 2.6770 2.0669 2.2687 0.20
H 1.8362 3.7806 2.4062 0.36
H 1.1812 1.7675 0.7372 -0.30
C 2.3872 -1.5718 4.5462 -0.16
C 1.6381 -1.4721 3.1883 0.12
O 2.4422 -2.0784 2.2237 -0.09
C 3.3743 -2.7647 2.8179 0.51
O 4.1312 -3.5847 2.3302 -0.58
O 3.4938 -2.3839 4.1357 -0.38
F 1.4800 -0.1781 2.8764 -0.24
H 1.7914 -2.1732 5.2328 0.23
H 2.8246 -0.6449 4.9171 0.26
H 0.6440 -1.8927 3.0369 0.30